[1]
C4H10N2O2 | ωB97M-V with the def2-TZVPD basis set

Geometry as XYZ:
```
18
Properties=species:S:1:pos:R:3:nbo_charge:R:1
C 0.867 1.776 -0.302 -0.645
C 0.357 0.843 0.746 -0.323
C 0.634 -0.460 0.776 0.342
C 1.534 -1.164 -0.188 -0.679
O 0.124 -1.296 1.737 -0.695
H 0.306 1.635 -1.229 0.232
H 0.752 2.808 0.015 0.212
H 1.915 1.587 -0.519 0.210
H -0.312 1.262 1.489 0.184
H 2.556 -0.804 -0.087 0.223
H 1.510 -2.228 0.022 0.231
H 1.204 -0.988 -1.207 0.240
H -0.390 -0.783 2.372 0.473
N -2.524 -0.573 -0.388 -0.587
N -1.412 -0.684 -1.065 0.235
O -1.228 0.145 -1.946 -0.421
H -3.204 0.169 -0.570 0.373
H -2.688 -1.246 0.342 0.394
```

Summary:
SMILES	C/C=C(\C)O.NN=O
F_max	0.021	Eh/bohr
relative energy (zero: lowest compared OMol25 entry of this formula, charge and spin)	416.5	kJ/mol
spin multiplicity	1
HOMO-LUMO gap	8.8	eV


[2]
H4O2 | ωB97M-V with the def2-TZVPD basis set

Geometry as XYZ:
```
6
Properties=species:S:1:pos:R:3:nbo_charge:R:1
O 0.276 -1.083 0.095 -0.952
H -0.394 -1.498 0.799 0.488
H 1.082 -1.575 0.348 0.478
O -0.693 1.360 -0.284 -0.963
H -0.059 0.634 -0.408 0.490
H -0.211 2.163 -0.550 0.460
```

Summary:
SMILES	O.O
F_max	0.078	Eh/bohr
relative energy (zero: lowest compared OMol25 entry of this formula, charge and spin)	28.5	kJ/mol
spin multiplicity	1
HOMO-LUMO gap	11.4	eV


[3]
C3H6FNS2 | ωB97M-V with the def2-TZVPD basis set

Geometry as XYZ:
```
13
Properties=species:S:1:pos:R:3:nbo_charge:R:1
N -1.636 0.508 -0.505 -0.812
C -0.802 -0.666 -0.517 -0.251
C 0.373 -0.689 0.475 0.110
F 0.780 -2.003 0.764 -0.343
C 1.559 0.148 0.106 -0.311
S 2.911 -0.562 -0.514 0.068
S 1.447 1.901 0.279 0.132
H -1.838 0.757 0.458 0.345
H -1.221 1.348 -0.925 0.366
H -0.439 -0.839 -1.526 0.209
H -1.380 -1.563 -0.366 0.217
H -0.005 -0.256 1.394 0.164
H 0.251 1.916 0.877 0.106
```

Summary:
SMILES	NC[C@@H](F)C(=S)S
F_max	0.036	Eh/bohr
relative energy (zero: lowest compared OMol25 entry of this formula, charge and spin)	1.5	kJ/mol
spin multiplicity	1
HOMO-LUMO gap	8.4	eV


[4]
C21H15Cl2N3O2S3SeTc | ωB97M-V with the def2-TZVPD basis set

Geometry as XYZ:
```
48
Properties=species:S:1:pos:R:3:nbo_charge:R:1
Tc -0.243 0.005 -0.516 0.262
Cl -1.923 -1.581 -0.675 0.287
C -1.925 -2.564 0.749 -0.037
C -2.846 -3.580 0.923 -0.207
C -2.809 -4.330 2.093 -0.119
C -1.866 -4.070 3.073 -0.190
C -0.940 -3.046 2.898 -0.006
Cl 0.213 -2.706 4.113 0.095
C -0.963 -2.278 1.722 -0.278
S 0.177 -0.971 1.480 0.245
H -3.582 -3.778 0.161 0.261
H -3.530 -5.120 2.240 0.261
H -1.845 -4.653 3.981 0.264
C 4.125 -0.197 1.137 -0.422
N 3.330 0.686 1.946 -0.317
C 2.324 1.466 1.545 0.255
Se 1.573 1.611 -0.206 0.270
N 1.874 2.188 2.582 -0.486
C 2.577 1.845 3.714 0.107
C 2.490 2.262 5.036 -0.211
C 3.318 1.626 5.939 -0.161
C 4.239 0.649 5.540 -0.170
C 4.369 0.268 4.219 -0.222
C 3.507 0.869 3.306 0.158
H 3.850 -0.093 0.089 0.236
H 3.982 -1.230 1.456 0.238
H 5.181 0.053 1.247 0.249
H 1.156 2.898 2.529 0.457
H 1.815 3.045 5.340 0.248
H 3.259 1.890 6.983 0.249
H 4.875 0.194 6.286 0.249
H 5.103 -0.461 3.915 0.244
O -2.917 3.509 -6.089 -0.855
S -1.774 2.673 -6.109 2.280
O -1.431 1.893 -7.242 -0.856
N -1.827 1.646 -4.758 -0.572
C -0.887 1.906 -3.951 0.102
S -0.810 0.882 -2.547 0.197
C 0.034 2.991 -4.260 -0.107
C 1.121 3.482 -3.552 -0.121
C 1.838 4.537 -4.096 -0.213
C 1.483 5.090 -5.319 -0.144
C 0.388 4.604 -6.034 -0.170
C -0.311 3.565 -5.483 -0.271
H 1.395 3.048 -2.599 0.186
H 2.685 4.933 -3.560 0.233
H 2.057 5.906 -5.728 0.244
H 0.110 5.033 -6.983 0.258
```

Summary:
F_max	0.045	Eh/bohr
spin multiplicity	2
HOMO-LUMO gap (alpha / beta)	4.9 / 5.4	eV
net charge	+2


[5]
C3H7NOS2 | ωB97M-V with the def2-TZVPD basis set

Geometry as XYZ:
```
14
Properties=species:S:1:pos:R:3:nbo_charge:R:1
N 0.968 1.726 -0.446 -0.827
C -0.093 0.843 -0.613 -0.118
C -1.442 1.324 0.036 0.443
O -1.427 1.988 1.022 -0.522
C -0.090 -0.535 0.339 -0.612
S 0.894 -1.720 -0.464 0.111
S 1.090 -3.269 0.845 -0.128
H 1.078 1.909 0.523 0.369
H 1.888 1.400 -0.854 0.378
H -0.098 0.531 -1.722 0.211
H -2.294 0.736 -0.464 0.113
H -1.075 -0.831 0.503 0.206
H 0.251 -0.230 1.392 0.227
H 0.350 -3.874 -0.096 0.148
```

Summary:
SMILES	N[C@H](C=O)CSS
F_max	0.062	Eh/bohr
relative energy (zero: lowest compared OMol25 entry of this formula, charge and spin)	211.5	kJ/mol
spin multiplicity	1
HOMO-LUMO gap	9.4	eV


[6]
C5H8O2 | ωB97M-V with the def2-TZVPD basis set

Geometry as XYZ:
```
15
Properties=species:S:1:pos:R:3:nbo_charge:R:1
C -0.727 0.243 -1.512 -0.646
C 0.030 -0.035 -0.244 0.266
C 1.205 -0.980 -0.068 -0.098
O 0.781 -1.314 1.250 -0.535
C -0.456 -0.517 1.113 -0.040
C -0.394 0.819 1.773 -0.284
O 0.345 1.370 0.368 -0.597
H -0.899 -0.642 -2.137 0.234
H -1.696 0.694 -1.277 0.233
H -0.138 0.960 -2.087 0.232
H 2.180 -0.479 -0.128 0.176
H 1.232 -1.857 -0.735 0.189
H -1.345 -1.132 1.282 0.202
H -1.356 1.341 1.669 0.140
H 1.236 1.529 0.732 0.528
```

Summary:
F_max	0.015	Eh/bohr
relative energy (zero: lowest compared OMol25 entry of this formula, charge and spin)	543.4	kJ/mol
spin multiplicity	1
HOMO-LUMO gap	8.1	eV